No. 1
# C17H25Cl5NO2P2V

A molecular structure, C17H25Cl5NO2P2V in a non-equilibrium geometry (ωB97M-V/def2-TZVPD, the Open Molecules 2025 dataset).

Computed properties:
Largest force on an atom ... 3.5 eV Å⁻¹
LUMO level (spin up / spin down) ... 0.08 / 0.07 eV
Energy ... -4795.532944 Ha

Geometry as ORCA input:
```
! wB97M-V def2-TZVPD RIJCOSX def2/J DEFGRID3
* xyz 0 3
C 1.155 -1.321 -3.572
C 1.143 -1.189 -2.179
N -0.019 -1.120 -1.473
C -1.183 -1.354 -2.120
C -1.209 -1.597 -3.493
C -0.037 -1.553 -4.240
C 2.456 -1.273 -1.451
P 2.342 -0.750 0.305
V 0.100 -0.882 0.728
P -2.440 -0.701 0.323
C -2.497 -1.406 -1.387
O 2.997 3.850 -4.261
O -1.564 3.149 -1.957
H 2.105 -1.292 -4.113
H -2.164 -1.862 -3.935
H -0.053 -1.756 -5.308
C 3.516 -1.916 1.027
C 3.134 0.878 0.421
H -3.298 -0.870 -1.931
H -2.835 -2.450 -1.263
H 3.146 -0.585 -1.940
H 2.809 -2.325 -1.455
C -3.846 -1.289 1.313
C -2.901 1.043 -0.062
H -0.782 3.015 -2.467
H -1.537 4.115 -1.759
H 3.208 3.590 -3.358
H 3.615 3.377 -4.847
H -1.286 -1.887 0.652
H -1.448 -0.201 1.323
H 4.548 -1.651 0.757
H 3.392 -1.899 2.116
H 3.277 -2.918 0.648
H 4.228 0.799 0.396
H 2.784 1.546 -0.376
H 2.829 1.324 1.374
H -3.961 1.072 -0.363
H -2.765 1.684 0.821
H -2.285 1.483 -0.865
H -4.791 -1.032 0.809
H -3.779 -2.375 1.455
H -3.810 -0.799 2.296
Cl 0.279 -2.206 2.888
C 0.278 -0.523 3.482
C 0.533 0.402 2.485
C 0.149 1.725 2.710
Cl 0.149 2.858 1.419
C -0.391 2.115 3.963
Cl -0.888 3.725 4.227
C -0.552 1.167 5.003
Cl -1.151 1.627 6.531
C -0.230 -0.188 4.751
Cl -0.470 -1.375 5.952
*
```



No. 2
# C17H25F9NO3PS2

4 unconnected molecules or ions with the total composition C17H25F9NO3PS2 in a non-equilibrium geometry (ωB97M-V/def2-TZVPD, the Open Molecules 2025 dataset).

Computed properties:
Relative energy (zero: lowest compared OMol25 entry of this formula, charge and spin) ... 7.515 eV
Largest force on an atom ... 8.6 eV Å⁻¹
LUMO level ... -0.88 eV
Energy ... -2979.468730 Ha

Geometry as ORCA input:
```
! wB97M-V def2-TZVPD RIJCOSX def2/J DEFGRID3
* xyz 0 1
F -3.540 -0.979 -3.356
C -2.559 -1.440 -2.304
F -2.558 -2.945 -2.427
F -3.132 -0.988 -1.004
C -1.125 -0.749 -2.695
F -0.585 -1.362 -3.940
F -1.429 0.703 -2.983
C 0.008 -0.773 -1.511
F -0.129 0.393 -0.560
F 1.331 -0.535 -2.201
C 0.168 -2.214 -0.735
F 0.277 -3.326 -1.748
F -0.943 -2.554 0.184
P 1.899 -2.209 0.160
S 2.116 -4.067 1.282
N 2.001 -0.883 1.350
C 0.868 -0.877 2.173
S -0.688 -0.424 2.789
H 3.392 -4.572 0.884
C -0.925 4.944 3.239
C -2.428 4.990 3.146
C -2.785 3.523 3.041
O -1.778 2.798 3.761
C -0.697 3.692 4.058
H -0.484 5.836 3.692
H -0.495 4.819 2.238
H -2.844 5.411 4.069
H -2.799 5.581 2.304
H -2.763 3.182 2.001
H -3.770 3.300 3.461
H -0.728 3.910 5.131
H 0.256 3.208 3.828
C 4.513 -8.282 -1.422
C 3.153 -8.303 -0.773
C 3.364 -7.413 0.433
O 4.364 -6.450 0.071
C 4.965 -6.861 -1.165
H 4.497 -8.539 -2.484
H 5.180 -8.985 -0.908
H 2.415 -7.851 -1.445
H 2.807 -9.305 -0.508
H 3.745 -7.985 1.287
H 2.450 -6.897 0.739
H 4.611 -6.185 -1.950
H 6.053 -6.773 -1.092
C -2.319 4.986 -2.053
C -1.943 6.440 -2.178
C -1.937 6.890 -0.733
O -1.566 5.752 0.056
C -1.614 4.585 -0.776
H -2.022 4.379 -2.912
H -3.404 4.892 -1.926
H -0.936 6.527 -2.601
H -2.628 7.019 -2.803
H -2.935 7.209 -0.412
H -1.235 7.709 -0.553
H -0.583 4.273 -0.973
H -2.128 3.777 -0.248
*
```



Q: Look up the largest force on an atom of the second one.
A: 8.6 eV Å⁻¹



Q: The lowest energy belongs to which entry?
A: C17H25Cl5NO2P2V



Q: What is the energy in the first record?
A: -4795.532944 Ha